# C4H9N2

A molecular structure, C4H9N2 in a non-equilibrium geometry (ωB97M-V/def2-TZVPD, the Open Molecules 2025 dataset).

Calculated values
LUMO ... -3.540 eV
Kohn-Sham gap ... 11.77 eV
Energy relative to the best compared isomer or geometry (same formula, charge and spin) ... 101.44 kcal per mole
E_HOMO ... -15.31 eV

The geometry in ORCA input format:
```
! RIJCOSX wB97M-V def2-TZVPD def2/J DEFGRID3
* xyz 1 1
N 0.591 -0.294 -0.825
N -0.312 -0.479 1.051
C 1.116 -0.230 0.819
C -0.297 -1.302 -0.183
C -0.858 0.863 0.558
C -0.243 0.896 -0.904
H -1.300 -1.592 -0.467
H -0.551 1.685 1.046
H -1.950 0.683 0.797
H 1.788 -1.039 1.176
H -1.025 0.770 -1.514
H 1.165 -0.319 -1.703
H 0.187 1.956 -1.060
H 0.154 -2.196 0.048
H 1.535 0.598 1.160
*
```

# C4H9N2

A gas-phase ion, C4H9N2 (charge +1) in a non-equilibrium geometry (ωB97M-V/def2-TZVPD, the Open Molecules 2025 dataset).

Calculated values
LUMO ... -3.818 eV
Kohn-Sham gap ... 9.86 eV
SMILES ... C[NH2+][C@]12C[C@H]1N2
Energy relative to the best compared isomer or geometry (same formula, charge and spin) ... 131.18 kcal per mole
E_HOMO ... -13.68 eV

The geometry in ORCA input format:
```
! RIJCOSX wB97M-V def2-TZVPD def2/J DEFGRID3
* xyz 1 1
N -1.485 -1.217 -0.142
N 0.966 -0.030 0.588
C -1.445 0.999 -0.616
C 2.060 -0.204 -0.420
C -1.842 0.043 0.575
C -0.457 0.102 0.102
H -1.705 0.755 -1.620
H -2.536 0.240 1.304
H 1.904 -0.844 -1.336
H 3.008 -0.388 0.040
H 1.312 0.597 1.316
H -1.587 2.069 -0.478
H 0.992 -1.044 1.052
H -1.300 -1.979 0.442
H 2.116 0.902 -0.806
*
```

# C4H9N2

A gas-phase ion, C4H9N2 (charge +1) in a non-equilibrium geometry (ωB97M-V/def2-TZVPD, the Open Molecules 2025 dataset).

Calculated values
LUMO ... -3.105 eV
Kohn-Sham gap ... 11.71 eV
SMILES ... C#C[N+](C)(C)N
Energy relative to the best compared isomer or geometry (same formula, charge and spin) ... 129.05 kcal per mole
E_HOMO ... -14.81 eV

The geometry in ORCA input format:
```
! RIJCOSX wB97M-V def2-TZVPD def2/J DEFGRID3
* xyz 1 1
N -0.157 0.126 0.031
N 0.171 1.425 -0.565
C -2.785 0.087 -0.012
C 0.359 -0.901 -0.946
C 0.524 0.041 1.412
C -1.528 0.110 0.066
H 0.460 -1.006 1.634
H 0.001 0.500 2.149
H 1.475 0.666 1.302
H -3.833 0.104 -0.042
H 0.271 -0.548 -1.913
H -0.337 -1.829 -0.774
H -0.289 2.115 0.065
H -0.056 1.359 -1.544
H 1.381 -0.975 -0.652
*
```

# C4H9N2

A molecular structure, C4H9N2 in a non-equilibrium geometry (ωB97M-V/def2-TZVPD, the Open Molecules 2025 dataset).

Calculated values
LUMO ... -3.726 eV
Kohn-Sham gap ... 12.10 eV
Energy relative to the best compared isomer or geometry (same formula, charge and spin) ... 52.86 kcal per mole
E_HOMO ... -15.82 eV

The geometry in ORCA input format:
```
! RIJCOSX wB97M-V def2-TZVPD def2/J DEFGRID3
* xyz 1 1
N -0.233 -0.444 0.836
N 0.869 0.686 -0.431
C -1.564 1.363 0.120
C 0.730 -0.598 -0.097
C -0.239 0.982 0.614
C 1.387 -1.878 -0.374
H -1.942 0.652 -0.524
H 2.410 -1.719 -0.979
H 1.326 -2.327 0.639
H -2.290 1.560 0.851
H 0.745 -2.372 -1.027
H -0.010 1.575 1.607
H -1.754 2.211 -0.443
H -0.982 -1.077 0.920
H 1.737 1.172 -0.700
*
```

# C4H9N2

2 unconnected molecules or ions with the total composition C4H9N2 in a non-equilibrium geometry (ωB97M-V/def2-TZVPD, the Open Molecules 2025 dataset).

Calculated values
LUMO ... -4.398 eV
Kohn-Sham gap ... 9.54 eV
Energy relative to the best compared isomer or geometry (same formula, charge and spin) ... 113.91 kcal per mole
E_HOMO ... -13.94 eV

The geometry in ORCA input format:
```
! RIJCOSX wB97M-V def2-TZVPD def2/J DEFGRID3
* xyz 1 1
N -0.232 -2.268 -0.323
N 0.260 0.630 0.780
C -0.683 1.729 0.651
C -0.962 -2.444 0.512
C 0.390 -1.559 -1.236
C 0.593 1.908 -0.028
H -0.352 -1.142 -1.977
H -1.390 1.370 0.021
H -1.013 2.409 1.369
H 1.143 -2.141 -1.622
H -1.581 -2.700 1.439
H 1.414 2.415 0.481
H 0.823 -0.773 -0.549
H 0.733 1.836 -1.073
H 0.858 0.729 1.556
*
```

# C4H9N2

2 unconnected molecules or ions with the total composition C4H9N2 in a non-equilibrium geometry (ωB97M-V/def2-TZVPD, the Open Molecules 2025 dataset).

Calculated values
LUMO (alpha / beta) ... -4.095 / -4.095 eV
Kohn-Sham gap (alpha / beta) ... 7.80 / 7.80 eV
Energy relative to the best compared isomer or geometry (same formula, charge and spin) ... 117.98 kcal per mole
E_HOMO (alpha / beta) ... -11.90 / -11.90 eV

The geometry in ORCA input format:
```
! RIJCOSX wB97M-V def2-TZVPD def2/J DEFGRID3
* xyz 1 1
N 1.745 -1.035 0.842
N -1.913 -0.431 -0.117
C 1.180 -0.614 -0.265
C 0.865 0.795 -0.438
C -1.755 0.845 0.191
C -1.894 -1.367 -0.851
H -2.309 1.625 -0.331
H 1.360 1.426 0.268
H 0.929 -1.480 -1.059
H 1.967 -0.260 1.418
H -0.303 1.146 -0.252
H -2.184 -2.302 -1.222
H 1.960 -2.034 1.175
H -1.598 0.990 1.328
H 0.953 1.160 -1.460
*
```

# C4H9N2

A gas-phase ion, C4H9N2 (charge +1) in a non-equilibrium geometry (ωB97M-V/def2-TZVPD, the Open Molecules 2025 dataset).

Calculated values
LUMO ... -3.215 eV
Kohn-Sham gap ... 11.97 eV
SMILES ... C=N[N+]1(C)CC1
Energy relative to the best compared isomer or geometry (same formula, charge and spin) ... 98.55 kcal per mole
E_HOMO ... -15.19 eV

The geometry in ORCA input format:
```
! RIJCOSX wB97M-V def2-TZVPD def2/J DEFGRID3
* xyz 1 1
N 0.187 -0.094 0.016
N -1.047 -0.756 -0.101
C 1.305 -0.761 -0.703
C 0.014 1.393 -0.074
C 1.222 -0.837 0.734
C -2.144 -0.254 0.070
H -2.339 0.859 0.101
H 2.055 -0.092 -1.226
H 1.037 -1.786 -1.141
H -0.836 1.641 -0.827
H -3.022 -0.922 0.113
H 1.069 1.819 -0.339
H -0.337 1.797 0.814
H 0.985 -1.787 1.168
H 1.852 -0.219 1.395
*
```

# C4H9N2

2 unconnected molecules or ions with the total composition C4H9N2 in a non-equilibrium geometry (ωB97M-V/def2-TZVPD, the Open Molecules 2025 dataset).

Calculated values
LUMO (alpha / beta) ... -5.603 / -5.668 eV
Kohn-Sham gap (alpha / beta) ... 5.79 / 5.64 eV
Energy relative to the best compared isomer or geometry (same formula, charge and spin) ... 166.78 kcal per mole
E_HOMO (alpha / beta) ... -11.39 / -11.31 eV

The geometry in ORCA input format:
```
! RIJCOSX wB97M-V def2-TZVPD def2/J DEFGRID3
* xyz 1 1
N -1.292 -0.108 -0.358
N -2.365 -0.387 -0.088
C 1.689 -0.902 -0.202
C -3.592 -0.435 0.500
C 1.459 0.525 -0.005
C 2.508 1.492 -0.215
H 2.286 2.163 -1.097
H -4.312 -0.541 -0.370
H 0.653 -1.322 -0.285
H 1.996 -1.303 0.729
H -3.847 0.559 0.958
H 2.465 -1.344 -0.884
H 3.399 0.903 -0.354
H 2.544 2.099 0.615
H -3.591 -1.399 1.055
*
```

# C4H9N2

A gas-phase ion, C4H9N2 (charge +1) in a non-equilibrium geometry (ωB97M-V/def2-TZVPD, the Open Molecules 2025 dataset).

Calculated values
LUMO (alpha / beta) ... -4.893 / -4.894 eV
Kohn-Sham gap (alpha / beta) ... 8.29 / 8.29 eV
Energy relative to the best compared isomer or geometry (same formula, charge and spin) ... 107.85 kcal per mole
E_HOMO (alpha / beta) ... -13.19 / -13.19 eV

The geometry in ORCA input format:
```
! RIJCOSX wB97M-V def2-TZVPD def2/J DEFGRID3
* xyz 1 1
N -0.142 1.329 -0.044
N 1.868 0.124 0.240
C 1.057 1.046 -0.293
C 1.944 -1.053 -0.339
C -1.935 -0.352 -0.359
C -0.957 0.375 0.715
H 2.598 0.388 0.868
H 1.066 -1.436 -0.963
H -2.944 -0.463 -0.083
H -1.293 -1.274 -0.639
H -1.391 0.829 1.565
H -0.591 2.242 -0.309
H 2.844 -1.626 -0.150
H -0.248 -0.403 1.043
H -1.876 0.276 -1.251
*
```

# C4H9N2O

2 unconnected molecules or ions with the total composition C4H9N2O in a non-equilibrium geometry (ωB97M-V/def2-TZVPD, the Open Molecules 2025 dataset).

Calculated values
⟨S²⟩ ... 0.765
LUMO (alpha / beta) ... 0.714 / 0.604 eV
Kohn-Sham gap (alpha / beta) ... 4.49 / 8.30 eV
Energy relative to the best compared isomer or geometry (same formula, charge and spin) ... 59.87 kcal per mole
E_HOMO (alpha / beta) ... -3.78 / -7.70 eV

The geometry in ORCA input format:
```
! RIJCOSX wB97M-V def2-TZVPD def2/J DEFGRID3
* xyz 0 2
O 4.518 1.494 3.482
N -1.574 0.693 -0.464
N 0.529 0.476 -0.848
C 0.071 -0.706 -1.185
C -1.403 -0.643 -0.941
C -0.414 1.276 -0.349
C -2.132 -1.939 -1.119
H -0.219 2.310 0.010
H 0.437 -1.730 -1.301
H -1.488 -2.635 -1.582
H -2.418 1.271 -0.616
H 3.576 1.109 3.479
H 1.491 0.646 -0.519
H -2.451 -2.248 -0.087
H -2.953 -1.814 -1.828
H 4.430 2.441 3.869
*
```

# C4H9N2O

A molecular structure, C4H9N2O in a non-equilibrium geometry (ωB97M-V/def2-TZVPD, the Open Molecules 2025 dataset).

Calculated values
LUMO (alpha / beta) ... -6.211 / -6.209 eV
Kohn-Sham gap (alpha / beta) ... 7.96 / 7.96 eV
Energy relative to the best compared isomer or geometry (same formula, charge and spin) ... 143.40 kcal per mole
E_HOMO (alpha / beta) ... -14.17 / -14.17 eV

The geometry in ORCA input format:
```
! RIJCOSX wB97M-V def2-TZVPD def2/J DEFGRID3
* xyz 1 1
O -1.552 0.609 -0.990
N 1.946 0.542 -0.816
N -0.782 0.583 -0.050
C -0.129 -0.564 0.433
C 1.681 -0.367 -0.132
C -0.569 1.782 0.612
C -0.736 -1.761 -0.263
H 2.115 -1.140 0.551
H -0.515 -2.795 0.005
H -1.100 2.487 0.002
H 0.004 -0.626 1.514
H -0.562 -1.640 -1.391
H -1.835 -1.698 -0.233
H -1.149 1.816 1.565
H 2.624 0.839 -1.499
H 0.561 1.932 0.693
*
```

# C4H9N2O

2 unconnected molecules or ions with the total composition C4H9N2O in a non-equilibrium geometry (ωB97M-V/def2-TZVPD, the Open Molecules 2025 dataset).

Calculated values
LUMO ... -3.065 eV
Kohn-Sham gap ... 11.08 eV
Energy relative to the best compared isomer or geometry (same formula, charge and spin) ... 7.18 kcal per mole
E_HOMO ... -14.15 eV

The geometry in ORCA input format:
```
! RIJCOSX wB97M-V def2-TZVPD def2/J DEFGRID3
* xyz 1 1
O -1.506 3.081 -1.850
N 1.057 -0.870 -0.390
N 1.394 -1.800 1.485
C -1.186 0.310 -0.048
C 1.903 -1.635 0.278
C -0.030 -0.524 0.388
C 0.192 -1.139 1.573
H -0.595 3.397 -1.877
H 1.166 -0.562 -1.345
H -2.043 3.781 -2.242
H -2.026 -0.344 -0.284
H 1.697 -2.458 2.198
H 2.783 -2.010 -0.204
H -0.895 0.918 -0.899
H -0.398 -1.104 2.467
H -1.513 0.960 0.749
*
```

# C4H9N2O

A gas-phase ion, C4H9N2O (charge +1) in a non-equilibrium geometry (ωB97M-V/def2-TZVPD, the Open Molecules 2025 dataset).

Calculated values
LUMO ... -3.349 eV
Kohn-Sham gap ... 10.16 eV
SMILES ... C[N+]1=C(O)CCN1
Energy relative to the best compared isomer or geometry (same formula, charge and spin) ... 68.55 kcal per mole
E_HOMO ... -13.51 eV

The geometry in ORCA input format:
```
! RIJCOSX wB97M-V def2-TZVPD def2/J DEFGRID3
* xyz 1 1
O -1.329 -1.274 -1.123
N 0.503 -0.449 -0.122
N 0.957 0.453 0.837
C -0.096 1.453 0.914
C -0.760 -0.416 -0.310
C 1.424 -1.310 -0.816
C -1.317 0.701 0.495
H 2.197 -1.362 -0.168
H 1.833 -0.768 -1.735
H 0.200 2.240 0.035
H 1.930 0.754 0.817
H -0.233 2.109 1.886
H -2.289 -1.425 -1.072
H 1.009 -2.241 -1.055
H -2.092 1.378 0.012
H -1.936 0.158 1.406
*
```

# C4H9N2O

2 unconnected molecules or ions with the total composition C4H9N2O (ωB97M-V/def2-TZVPD, the Open Molecules 2025 dataset).

Calculated values
LUMO ... -4.729 eV
Kohn-Sham gap ... 9.20 eV
Energy relative to the best compared isomer or geometry (same formula, charge and spin) ... 38.94 kcal per mole
E_HOMO ... -13.93 eV

The geometry in ORCA input format:
```
! RIJCOSX wB97M-V def2-TZVPD def2/J DEFGRID3
* xyz 1 1
O -1.110 0.205 0.880
N 0.498 -1.393 -0.940
N -0.346 1.587 2.511
C 0.408 -0.126 -1.579
C -0.461 -2.064 -0.439
C 1.501 0.426 -2.068
C -1.302 1.048 1.741
H -1.473 -1.684 -0.489
H 0.622 1.405 2.309
H -0.583 0.294 -1.596
H -0.232 -3.024 0.012
H 2.467 -0.057 -1.995
H -0.567 2.371 3.104
H 1.448 1.382 -2.561
H 1.437 -1.782 -0.867
H -2.307 1.410 1.975
*
```

# C4H9N2O

2 unconnected molecules or ions with the total composition C4H9N2O in a non-equilibrium geometry (ωB97M-V/def2-TZVPD, the Open Molecules 2025 dataset).

Calculated values
LUMO (alpha / beta) ... -5.728 / -5.730 eV
Kohn-Sham gap (alpha / beta) ... 6.35 / 6.35 eV
Energy relative to the best compared isomer or geometry (same formula, charge and spin) ... 176.07 kcal per mole
E_HOMO (alpha / beta) ... -12.08 / -12.08 eV

The geometry in ORCA input format:
```
! RIJCOSX wB97M-V def2-TZVPD def2/J DEFGRID3
* xyz 1 1
O -0.291 -0.464 0.093
N -1.548 -0.451 -0.083
N -3.545 0.537 0.072
C 2.295 -0.464 0.392
C 2.153 1.109 0.410
C -2.288 0.434 0.492
C 2.097 0.284 -0.777
H 3.023 1.640 0.432
H 3.115 -0.861 1.022
H 1.809 0.452 -1.745
H 1.347 -1.045 0.581
H -1.966 -1.150 -0.835
H -4.224 1.133 0.601
H 1.207 1.559 0.818
H -1.817 1.314 1.042
H -3.934 -0.223 -0.519
*
```